This record from OMol25 describes a molecular structure, C17H26I2N4OPtSi2. The level of theory is the ωB97M-V functional and the def2-TZVPD basis.

Each line ends with the natural charge from an NBO analysis.
CARTESIAN COORDINATES (ANGSTROEM)
Pt  -0.12  0.21  0.20  0.6090
I  -3.27  -0.34  1.64  0.1982
C  -2.93  -1.78  0.15  -0.7226
I  -1.76  -0.99  -1.46  0.3764
H  -3.86  -2.14  -0.25  0.2317
H  -2.31  -2.56  0.57  0.2548
C  -1.19  5.06  -0.05  -1.1285
Si  -1.39  3.21  0.21  1.7242
C  -1.59  3.03  2.08  -1.1369
C  -2.92  2.72  -0.76  -1.1377
C  0.16  2.23  -0.32  -1.1954
C  1.17  2.34  0.78  0.3643
C  2.08  3.30  1.20  -0.3079
C  2.87  3.01  2.30  -0.1281
C  2.76  1.78  2.94  -0.2678
C  1.85  0.85  2.48  0.0740
N  1.08  1.17  1.44  -0.4923
Si  0.91  2.53  -2.03  1.7043
C  -0.21  1.86  -3.38  -1.1108
C  2.61  1.73  -2.14  -1.1363
C  1.15  4.36  -2.40  -1.1191
H  -1.99  5.56  0.52  0.2388
H  -1.30  5.36  -1.09  0.2314
H  -0.24  5.45  0.32  0.2289
H  -2.62  3.27  2.37  0.2394
H  -0.93  3.74  2.58  0.2351
H  -1.36  2.03  2.45  0.2398
H  -3.82  2.87  -0.15  0.2442
H  -2.91  1.68  -1.09  0.2379
H  -3.01  3.36  -1.64  0.2358
H  2.15  4.24  0.68  0.2346
H  3.59  3.74  2.65  0.2257
H  3.39  1.53  3.79  0.2368
H  1.71  -0.12  2.92  0.2317
H  -0.46  0.81  -3.21  0.2194
H  0.31  1.92  -4.34  0.2437
H  -1.14  2.42  -3.46  0.2367
H  2.53  0.69  -2.43  0.2730
H  3.14  1.76  -1.18  0.2324
H  3.21  2.28  -2.87  0.2317
H  0.22  4.91  -2.53  0.2331
H  1.71  4.43  -3.33  0.2382
H  1.74  4.87  -1.63  0.2265
N  4.14  -2.05  -0.85  -0.8229
C  2.84  -1.84  -0.52  0.6815
O  2.05  -1.28  -1.28  -0.6914
C  2.42  -2.28  0.80  -0.6049
C  1.08  -2.08  1.06  0.4711
N  -0.06  -1.87  1.22  -0.5947
C  3.30  -2.72  1.80  0.2876
N  4.06  -3.05  2.61  -0.3834
H  4.48  -1.66  -1.71  0.4035
H  4.80  -2.43  -0.19  0.4054

As for the charge: 0. The multiplicity is 1. Its calculated total energy is -61263.838 eV. As for the HOMO-LUMO gap: 0.273 Eh. The calculation puts the largest force on an atom at 0.38 eV/A. Its LUMO energy is -0.49 eV. The energy above the lowest of the compared OMol25 structures with the same formula, charge and spin comes out at 0.000 eV.


This record from OMol25 describes a molecular structure, C17H26IN9OReSSe2. The level of theory is the ωB97M-V functional and the def2-TZVPD basis.

Each line ends with the Mulliken spin population.
CARTESIAN COORDINATES (ANGSTROEM)
Re  -0.86  -0.04  0.03  0.9922
C  0.01  -0.62  -5.87  -0.0029
N  -0.68  -0.88  -4.62  0.0167
C  -0.43  -0.25  -3.48  0.0167
N  0.55  0.62  -3.39  0.0085
S  -1.49  -0.65  -2.14  0.0620
H  -0.39  -1.30  -6.63  -0.0001
H  1.08  -0.81  -5.78  0.0012
H  -0.16  0.40  -6.21  0.0014
H  -1.43  -1.55  -4.60  0.0003
H  1.10  0.88  -4.21  -0.0007
H  0.62  1.24  -2.59  -0.0016
C  2.60  -3.00  1.32  -0.0018
N  2.68  -1.67  1.92  -0.0041
C  3.26  -1.37  3.13  -0.0002
C  3.20  -0.03  3.29  0.0000
N  2.58  0.47  2.17  -0.0014
C  2.30  1.88  1.93  -0.0012
C  2.26  -0.53  1.34  0.0135
Se  1.49  -0.42  -0.39  -0.0406
H  2.79  -3.74  2.09  -0.0001
H  3.35  -3.09  0.54  0.0000
H  1.61  -3.15  0.91  -0.0015
H  3.68  -2.13  3.77  0.0000
H  3.55  0.60  4.08  -0.0001
H  2.64  2.46  2.79  0.0001
H  1.23  2.02  1.81  0.0007
H  2.82  2.22  1.04  0.0003
I  0.29  3.29  -1.02  -0.0037
C  -1.23  2.06  -0.13  -0.0222
H  -2.10  2.24  -0.77  0.0114
H  -1.44  2.51  0.84  0.0084
C  -0.76  -5.56  0.02  -0.0002
N  -2.00  -4.91  -0.36  -0.0010
C  -3.03  -5.51  -1.05  0.0005
C  -4.00  -4.59  -1.21  -0.0003
N  -3.56  -3.43  -0.60  0.0008
C  -4.37  -2.23  -0.45  0.0000
C  -2.34  -3.64  -0.09  0.0030
Se  -1.28  -2.52  0.99  -0.0291
H  -0.78  -6.58  -0.35  -0.0001
H  -0.66  -5.58  1.10  0.0005
H  0.09  -5.03  -0.42  -0.0001
H  -2.98  -6.54  -1.37  -0.0001
H  -4.96  -4.66  -1.68  0.0000
H  -5.17  -2.26  -1.18  -0.0003
H  -3.77  -1.35  -0.61  -0.0005
H  -4.80  -2.20  0.55  0.0001
N  -0.58  0.12  4.38  0.0060
C  -1.17  0.19  3.19  -0.0086
O  -0.42  0.30  2.15  -0.0159
C  -2.60  0.16  3.14  0.0126
C  -3.41  -0.03  4.28  0.0000
N  -4.06  -0.19  5.22  0.0005
C  -3.03  0.23  1.83  -0.0076
N  -2.92  0.28  0.67  -0.0112
H  -1.12  0.08  5.23  -0.0001
H  0.43  0.11  4.44  0.0001

As for the charge: +2. The multiplicity is 2. Its calculated total energy is -185255.066 eV. As for the HOMO-LUMO gap (spin up / spin down): 0.220 / 0.237 Eh. The calculation puts the largest force on an atom at 0.75 eV/A. Its LUMO energy (spin up / spin down) is -7.43 / -6.96 eV. As for the expectation value of S²: 0.78. The energy above the lowest of the compared OMol25 structures with the same formula, charge and spin comes out at 0.248 eV.


This record from OMol25 describes a single C17H26N2O5S molecule. The level of theory is the ωB97M-V functional and the def2-TZVPD basis.

Each line ends with the natural charge from an NBO analysis.
CARTESIAN COORDINATES (ANGSTROEM)
C  5.34  0.90  -2.27  -0.6314
C  5.88  1.35  -0.93  -0.6460
S  5.66  0.03  0.32  2.3271
O  6.14  -1.21  -0.24  -0.9567
O  6.26  0.51  1.53  -0.9501
N  4.05  -0.16  0.61  -0.7013
C  3.34  0.96  1.17  -0.2462
C  2.17  0.46  2.01  -0.3860
C  1.28  -0.50  1.22  -0.3168
C  0.49  0.21  0.11  0.6867
O  0.76  1.32  -0.31  -0.6504
N  -0.52  -0.53  -0.38  -0.6128
C  -1.45  -0.04  -1.38  -0.2420
C  -2.82  0.16  -0.80  -0.1074
C  -3.40  1.42  -0.74  -0.1478
C  -4.67  1.61  -0.21  -0.3362
C  -5.38  0.52  0.27  0.3158
O  -6.62  0.57  0.81  -0.4929
C  -7.27  1.82  0.90  -0.2520
C  -4.80  -0.75  0.22  -0.3133
C  -3.54  -0.94  -0.30  0.3172
O  -2.90  -2.15  -0.37  -0.5169
C  -3.60  -3.30  0.04  -0.2513
C  2.14  -1.62  0.61  -0.3837
C  3.26  -1.01  -0.24  -0.2342
H  4.25  0.91  -2.27  0.2122
H  5.68  -0.11  -2.47  0.2344
H  5.68  1.56  -3.07  0.2218
H  5.39  2.23  -0.54  0.2318
H  6.95  1.51  -0.96  0.2432
H  4.05  1.51  1.79  0.2325
H  2.95  1.62  0.38  0.2104
H  1.58  1.31  2.35  0.2240
H  2.56  -0.07  2.88  0.2121
H  0.54  -0.95  1.90  0.2205
H  -0.77  -1.41  0.05  0.4050
H  -1.04  0.90  -1.75  0.2409
H  -1.49  -0.77  -2.20  0.2051
H  -2.85  2.27  -1.11  0.2178
H  -5.08  2.61  -0.18  0.2211
H  -8.23  1.62  1.36  0.2009
H  -7.42  2.26  -0.08  0.1774
H  -6.70  2.51  1.53  0.1777
H  -5.39  -1.57  0.62  0.2240
H  -3.85  -3.26  1.11  0.1796
H  -2.93  -4.13  -0.14  0.2006
H  -4.52  -3.43  -0.54  0.1831
H  1.53  -2.28  -0.01  0.2110
H  2.58  -2.21  1.41  0.2158
H  3.92  -1.78  -0.63  0.2447
H  2.81  -0.45  -1.07  0.1807

As for the charge: 0. The multiplicity is 1. Its calculated total energy is -42103.867 eV. As for the HOMO-LUMO gap: 0.332 Eh. The calculation puts the largest force on an atom at 0.96 eV/A. Its LUMO energy is 0.50 eV. As for the SMILES: CCS(=O)(=O)N1CCC(C(=O)NCc2ccc(OC)cc2OC)CC1. The energy above the lowest of the compared OMol25 structures with the same formula, charge and spin comes out at 1.345 eV.


This record from OMol25 describes a molecular structure, C17H26N4OS. The level of theory is the ωB97M-V functional and the def2-TZVPD basis.

Each line ends with the natural charge from an NBO analysis.
CARTESIAN COORDINATES (ANGSTROEM)
C  -5.19  0.11  -1.44  -0.6127
H  -4.91  0.88  -2.27  0.2124
H  -5.40  0.66  -0.63  0.2032
H  -5.98  -0.57  -1.91  0.2207
C  -3.94  -0.89  -1.48  -0.3673
C  -2.90  0.07  -0.79  0.1895
N  -2.12  0.50  -1.60  -0.2781
N  -1.08  1.46  -1.59  -0.2786
C  -0.99  1.83  -0.30  0.3087
N  -1.64  1.31  0.80  -0.4641
C  -2.69  0.70  0.53  0.2806
C  -3.53  0.01  1.54  -0.4197
H  -3.37  -1.35  1.44  0.2123
H  -4.45  0.30  1.56  0.2135
C  -2.92  0.34  2.87  -0.6314
H  -3.02  1.41  3.21  0.2268
H  -1.84  -0.12  3.19  0.2358
H  -3.55  -0.14  3.87  0.1997
S  0.38  3.10  0.15  0.2937
C  1.33  2.96  -1.13  -0.7814
H  0.71  2.57  -2.18  0.3223
C  2.44  2.08  -0.91  0.6615
O  2.97  1.42  -1.92  -0.6764
N  3.07  2.11  0.33  -0.5893
H  2.64  2.73  0.64  0.3508
C  4.28  1.20  0.56  -0.2208
H  4.66  0.60  -0.34  0.2584
H  4.97  1.93  1.09  0.2141
C  3.58  0.00  1.56  -0.3653
C  2.76  -0.88  0.74  0.0089
C  1.42  -0.58  0.66  -0.1981
C  0.41  -1.53  -0.21  -0.3529
C  1.12  -2.72  -0.63  -0.4137
C  2.41  -2.51  -1.31  -0.3650
C  3.35  -1.95  -0.20  -0.3728
H  4.32  -1.26  -0.63  0.1836
H  3.73  -2.71  0.26  0.1863
H  2.86  -3.22  -1.53  0.1743
H  2.26  -1.54  -2.00  0.2172
H  0.32  -3.09  -1.30  0.2165
H  1.34  -3.56  0.31  0.1848
H  -0.56  -1.69  0.78  0.1578
H  -0.03  -0.93  -0.88  0.1976
H  0.93  -0.06  1.37  0.1857
H  4.41  -0.49  1.74  0.1899
H  3.30  0.40  2.30  0.1794
H  1.80  3.82  -1.38  0.2649
H  -4.01  -1.67  -0.57  0.2107
H  -3.63  -1.06  -2.39  0.2259

As for the charge: 0. The multiplicity is 1. Its calculated total energy is -36877.482 eV. As for the HOMO-LUMO gap: 0.298 Eh. The calculation puts the largest force on an atom at 18.80 eV/A. Its LUMO energy is -0.17 eV. The energy above the lowest of the compared OMol25 structures with the same formula, charge and spin comes out at 18.641 eV.


This record from OMol25 describes a molecular structure, C17H27AlB3F6N2O10PS. The level of theory is the ωB97M-V functional and the def2-TZVPD basis.

Each line ends with the natural charge from an NBO analysis.
CARTESIAN COORDINATES (ANGSTROEM)
C  -0.98  5.24  -3.34  -0.6270
C  -1.85  5.72  -2.20  -0.0676
O  -2.39  4.62  -1.43  -0.7039
B  -1.91  4.45  -0.19  1.1440
O  -1.63  5.45  0.71  -0.9157
C  -1.71  2.94  0.29  -0.3339
C  -2.75  2.10  0.40  -0.2980
P  -4.44  2.63  0.06  0.8329
S  -5.73  1.11  -0.11  0.5590
C  -2.44  0.68  0.82  0.4777
O  -3.14  0.05  1.56  -0.4367
C  -1.14  0.15  0.26  0.2742
O  -1.04  -1.17  -0.13  -0.7353
B  -0.92  -1.18  -1.56  1.3344
O  0.16  -1.73  -2.18  -0.9022
O  -1.95  -0.59  -2.23  -0.8813
C  -0.11  0.99  0.15  -0.3437
C  -0.35  2.39  0.60  0.5222
O  0.47  3.03  1.21  -0.4808
H  -0.68  6.13  -3.89  0.2258
H  -0.08  4.74  -2.99  0.2029
H  -1.53  4.61  -4.03  0.2276
H  -2.70  6.23  -2.65  0.1958
H  -1.33  6.46  -1.61  0.1836
H  -0.70  5.69  0.76  0.5222
H  -4.56  3.35  -1.13  0.1238
H  -4.82  3.52  1.09  0.0135
H  0.93  -1.16  -2.08  0.4975
H  -1.62  0.12  -2.79  0.5054
H  0.86  0.69  -0.22  0.2460
F  -3.94  1.42  -1.74  -0.4677
Al  -0.29  -1.95  2.02  0.8745
C  4.35  -4.46  2.39  -0.4320
C  4.73  -3.03  2.79  -0.4300
C  5.07  -2.41  1.44  -0.0705
O  4.26  -3.07  0.47  -0.5419
C  3.66  -4.23  1.05  -0.0634
H  3.73  -4.97  3.11  0.2198
H  5.26  -5.05  2.24  0.2059
H  3.86  -2.53  3.23  0.1959
H  5.54  -2.98  3.51  0.2209
H  6.12  -2.58  1.19  0.1770
H  4.88  -1.34  1.42  0.1774
H  2.59  -4.02  1.19  0.1555
H  3.75  -5.08  0.38  0.1910
N  10.39  -4.28  -0.49  -0.5040
C  10.12  -4.38  0.85  -0.0792
C  8.77  -4.51  0.99  -0.3020
C  8.19  -4.49  -0.31  -0.3138
C  9.22  -4.35  -1.20  -0.0750
H  11.30  -4.17  -0.89  0.4109
H  10.91  -4.35  1.57  0.2102
H  8.24  -4.62  1.93  0.2150
H  7.15  -4.58  -0.56  0.2254
H  9.22  -4.29  -2.28  0.2114
B  -7.23  0.07  -3.19  1.3355
F  -7.85  1.26  -2.76  -0.5845
F  -5.82  0.29  -3.20  -0.5462
F  -7.50  -0.95  -2.25  -0.5788
F  -7.67  -0.30  -4.45  -0.5570
C  -8.04  1.99  3.00  -0.4837
N  -8.82  2.57  1.86  0.5297
O  -9.66  3.40  2.12  -0.3377
O  -8.56  2.15  0.75  -0.3635
H  -8.39  2.45  3.92  0.2399
H  -8.22  0.92  3.01  0.2482
H  -6.99  2.22  2.82  0.2076
F  -2.22  -3.00  0.94  -0.8832

As for the charge: 0. The multiplicity is 1. Its calculated total energy is -86576.320 eV. As for the HOMO-LUMO gap: 0.106 Eh. The calculation puts the largest force on an atom at 3.34 eV/A. Its LUMO energy is -5.68 eV.


This record from OMol25 describes a molecular structure, C17H27CuF6N4O7S2. The level of theory is the ωB97M-V functional and the def2-TZVPD basis.

Each line ends with the natural charge from an NBO analysis.
CARTESIAN COORDINATES (ANGSTROEM)
Cu  14.93  2.61  -17.91  0.9520
C  16.23  0.39  -14.40  0.7786
F  15.83  1.68  -14.21  -0.3152
F  17.19  0.34  -15.34  -0.3269
F  16.87  -0.13  -13.32  -0.3110
S  14.77  -0.79  -15.00  2.0794
O  15.28  -2.16  -14.89  -0.8649
O  13.60  -0.47  -14.13  -0.8978
N  14.48  -0.17  -16.61  -1.2330
S  14.04  -1.45  -17.38  2.1732
O  15.17  -2.21  -17.94  -0.9191
O  13.02  -2.18  -16.66  -0.9210
C  13.09  -0.62  -18.89  0.7534
F  12.21  0.22  -18.43  -0.3081
F  13.96  0.02  -19.69  -0.3374
F  12.42  -1.57  -19.61  -0.3225
C  19.70  0.97  -20.61  -0.4276
C  19.35  1.92  -21.78  -0.4350
C  18.02  2.54  -21.39  -0.0750
O  17.53  1.79  -20.28  -0.5473
C  18.32  0.61  -20.10  -0.0735
H  20.23  1.60  -19.90  0.2031
H  20.22  0.06  -20.89  0.2243
H  19.26  1.35  -22.70  0.2009
H  20.06  2.67  -22.14  0.2130
H  17.34  2.34  -22.21  0.1699
H  18.16  3.61  -21.30  0.1806
H  17.84  -0.20  -20.64  0.1728
H  18.36  0.23  -19.08  0.2018
C  12.94  5.32  -22.74  -0.7047
C  12.42  4.96  -21.38  0.6757
O  13.17  4.65  -20.45  -0.6725
N  11.07  4.89  -21.25  -0.6006
C  10.37  4.55  -20.00  -0.4219
H  12.21  5.80  -23.38  0.2108
H  13.36  4.45  -23.26  0.2457
H  13.72  6.06  -22.53  0.2406
H  10.51  5.21  -22.02  0.3936
H  9.43  5.10  -19.94  0.2036
H  10.99  4.81  -19.14  0.2293
H  10.10  3.50  -19.92  0.2038
C  20.39  4.11  -16.28  -0.7018
C  19.31  5.11  -16.43  0.6634
O  18.10  4.78  -16.62  -0.6762
N  19.72  6.38  -16.46  -0.5934
C  19.03  7.62  -16.85  -0.4145
H  21.32  4.59  -16.58  0.2043
H  20.23  3.10  -16.64  0.2565
H  20.48  4.00  -15.20  0.2424
H  20.73  6.37  -16.36  0.3827
H  18.19  7.35  -17.48  0.2266
H  19.66  8.26  -17.47  0.2069
H  18.69  8.20  -16.00  0.2043
N  12.86  5.08  -15.65  -0.4418
C  13.14  6.42  -15.79  0.0182
C  12.49  7.46  -15.08  -0.2506
C  11.41  7.11  -14.21  -0.1702
C  11.17  5.76  -14.03  -0.2566
C  11.89  4.74  -14.73  0.0343
H  13.91  6.77  -16.46  0.1956
H  12.70  8.51  -15.23  0.2187
H  10.89  7.89  -13.68  0.2212
H  10.40  5.50  -13.32  0.2208
H  11.88  3.69  -14.48  0.2183

As for the charge: 0. The multiplicity is 1. Its calculated total energy is -120969.124 eV. As for the HOMO-LUMO gap: 0.250 Eh. The calculation puts the largest force on an atom at 5.17 eV/A. Its LUMO energy is -2.11 eV. The energy above the lowest of the compared OMol25 structures with the same formula, charge and spin comes out at 6.358 eV.